29
Properties=species:S:1:pos:R:3 method="wB97M-V/def2-TZVPD" total_charge=+1 homo_lumo_gap_ev=8.36 relative_energy_ev=0.194 homo_ev=-13.2
C 2.50325 -1.84592 0.60072
C 1.44410 -0.93353 0.00341
F 0.91808 -0.13167 1.00778
C 0.24634 -1.59828 -0.73068
C -1.13090 -1.23201 -0.16102
C -1.24631 -2.20496 1.03586
C -0.60568 -3.39715 0.41875
N 0.16553 -3.06927 -0.54954
H 2.15902 -2.85470 0.81002
H 3.37131 -1.90242 -0.04946
H 2.81556 -1.41112 1.54841
H 1.91824 -0.26108 -0.70658
H 0.31003 -1.30872 -1.77602
H -1.28975 -0.18441 0.05006
H -1.85422 -1.58302 -0.89746
H -0.67736 -1.88262 1.90873
H -2.27541 -2.45401 1.28680
H -0.75624 -4.43655 0.68116
H 0.68936 -3.71172 -1.13067
C -0.85177 2.82485 0.19040
C -0.33087 4.23670 0.38609
O -0.09175 4.64694 -0.96452
C -0.85852 3.90436 -1.79647
O -0.99959 4.09486 -2.95378
O -1.44405 2.88435 -1.10487
H -1.59630 2.53782 0.92960
H -0.04743 2.08487 0.17419
H -1.07572 4.89667 0.83176
H 0.59105 4.29173 0.95735


29
Properties=species:S:1:pos:R:3 method="wB97M-V/def2-TZVPD" total_charge=0 smiles="CCOC(=O)C1([C@H](C)I)OCCCO1" homo_lumo_gap_ev=9.46 relative_energy_ev=0.000 homo_ev=-8.8
C -2.94513 -2.41556 -0.66609
C -2.72783 -0.91119 -0.73987
O -1.24442 -0.66226 -0.83470
C -0.62622 -0.13362 0.21614
O -1.18162 0.04679 1.28985
C 0.81519 0.17626 -0.04813
C 1.56841 -1.22065 -0.05736
C 1.40279 -2.03520 1.16008
I 3.64145 -0.56717 -0.27901
O 1.12251 0.83651 -1.24326
C 0.69641 2.15807 -1.27012
C 1.39460 2.91658 -0.17449
C 1.13245 2.16142 1.18927
O 1.35743 0.78782 1.00927
H -3.81125 -2.63353 -1.21408
H -2.15426 -2.99039 -0.87509
H -3.26807 -2.71645 0.35491
H -3.09483 -0.63392 0.27034
H -3.20434 -0.49318 -1.57793
H 1.24871 -1.71557 -0.94722
H 1.79495 -1.77796 2.07827
H 1.43165 -2.99499 0.85775
H 0.27098 -1.92855 1.38188
H -0.32981 2.30932 -1.17696
H 1.04230 2.60350 -2.16709
H 2.50894 2.95019 -0.23936
H 1.26868 3.91559 0.01632
H 1.75920 2.55781 2.05034
H 0.13113 2.41037 1.63634


27
Properties=species:S:1:pos:R:3 method="wB97M-V/def2-TZVPD" total_charge=+1 homo_lumo_gap_ev=9.40 relative_energy_ev=3.028 homo_ev=-13.2
C -3.25030 -0.94719 -0.58641
C -1.76283 -1.21495 -0.14586
C -0.89378 -0.26579 0.23654
C -1.37616 1.15899 0.34678
C -1.75487 1.93121 -0.90874
C 0.50689 -0.47770 0.68563
O 1.15006 0.48160 1.19738
C 1.17987 -1.78921 0.65090
C 2.56124 -1.79427 0.14339
N 3.23613 -0.71326 0.12264
C 3.22364 0.54489 0.45084
N 3.28341 1.55925 -0.35691
H -3.56853 -1.95461 -0.91064
H -3.13194 -0.18313 -1.27156
H -3.75056 -0.45893 0.24691
H -1.60171 -2.29239 -0.16986
H -2.33664 0.99471 0.98791
H -0.71965 1.81658 1.01523
H -2.07714 2.91680 -0.67397
H -2.48851 1.42151 -1.33701
H -0.90163 1.97366 -1.69473
H 0.62305 -2.57856 0.22556
H 1.27989 -2.10554 1.65646
H 2.91833 -2.70823 -0.23247
H 3.72627 0.62708 1.43423
H 2.75355 1.54208 -1.17290
H 3.17191 2.51539 0.06065


35
Properties=species:S:1:pos:R:3 method="wB97M-V/def2-TZVPD" total_charge=+3 homo_lumo_gap_ev=9.60 homo_ev=-19.8
Pd 0.28932 -0.23222 -0.77954
O 0.08282 -3.71826 -2.85479
C 0.15800 -2.53764 -2.34907
O 0.01894 -2.27551 -1.14133
C 0.43845 -1.43189 -3.32857
C 0.62701 -1.50524 -4.69771
C 0.88793 -0.31945 -5.38151
C 0.95013 0.89410 -4.69270
C 0.74370 0.88835 -3.32480
N 0.50043 -0.26480 -2.69646
C 0.75307 2.02380 -2.33049
O 0.92914 3.25652 -2.65966
O 0.57912 1.76308 -1.12348
H -0.10291 -4.40428 -2.18597
H 0.57380 -2.45912 -5.20633
H 1.04439 -0.33674 -6.45212
H 1.15347 1.81059 -5.23246
H 1.04824 3.42916 -3.60664
N -1.60290 2.43849 3.37754
C -0.25506 1.85415 3.02473
P -0.52003 0.06900 2.57530
O -1.97263 -0.15658 2.83713
O 0.14762 -0.17323 1.24933
C 0.35040 -1.05438 3.76438
N -0.68331 -1.69045 4.66119
H -1.63665 2.80386 4.33087
H -2.30429 1.67314 3.28280
H -1.86549 3.20541 2.75629
H 0.42442 2.00144 3.86163
H 0.14446 2.39102 2.16757
H 1.12215 -0.58522 4.37065
H 0.81384 -1.84592 3.17899
H -0.51951 -2.69209 4.78450
H -1.61362 -1.54223 4.22561
H -0.70440 -1.27685 5.59513


28
Properties=species:S:1:pos:R:3 method="wB97M-V/def2-TZVPD" total_charge=+1 smiles="[H]/N=C(/N)N(c1ccccc1)[NH+](C)C" homo_lumo_gap_ev=9.76 relative_energy_ev=2.145 homo_ev=-12.7
H 1.85832 0.14966 -2.24185
N 2.43532 -0.14891 -1.45795
C 1.92651 -0.15256 -0.28954
N 2.67828 -0.64851 0.75474
N 0.57627 0.24464 0.04125
C -0.23124 -0.52788 0.90633
C -0.03490 -1.89426 1.10106
C -0.83620 -2.69974 2.05642
C -1.78441 -2.01095 2.82740
C -1.84555 -0.61869 2.67018
C -1.08622 0.06334 1.75782
N -0.24808 1.13011 -0.90300
C -1.05129 0.23906 -1.93457
C 0.52874 2.22380 -1.45177
H 3.67366 -0.90084 0.54812
H 2.26909 -1.04989 1.65077
H 0.66438 -2.38282 0.46511
H -0.54518 -3.72297 2.18218
H -2.23088 -2.62823 3.63873
H -2.40704 -0.08055 3.38766
H -1.23750 1.10657 1.86360
H -0.96861 1.49292 -0.24074
H -1.39346 -0.60622 -1.34158
H -1.83189 0.89089 -2.29557
H -0.30689 -0.06217 -2.74468
H 0.99316 1.84705 -2.36225
H -0.09679 3.03865 -1.48206
H 1.33681 2.41413 -0.85842


30
Properties=species:S:1:pos:R:3 method="wB97M-V/def2-TZVPD" total_charge=0 smiles="CCCc1nnc(CC(=O)N(C)C)nn1" homo_lumo_gap_ev=8.99 relative_energy_ev=3.612 homo_ev=-9.7
C 4.10060 -2.00013 -0.43549
C 4.49607 -0.38600 -0.36424
C 3.76184 0.41933 0.86416
C 2.18218 0.85844 0.50545
N 1.86984 2.21726 0.83168
N 0.62788 2.54700 0.59397
C -0.16348 1.48209 0.05632
C -1.77210 1.88951 -0.19531
C -2.73525 0.76127 0.57746
O -2.29524 0.42147 1.82116
N -4.01144 0.18936 -0.00152
C -4.56962 -0.95409 0.81895
C -3.82845 -0.36898 -1.39549
N 0.15988 0.13629 -0.30916
N 1.40174 -0.19429 -0.07131
H 4.84528 -2.57047 -1.17277
H 2.99915 -2.17311 -0.79169
H 4.32694 -2.47080 0.63707
H 4.40013 0.14228 -1.41693
H 5.66321 -0.37065 -0.11485
H 3.70319 -0.30394 1.79902
H 4.42597 1.35700 1.12334
H -2.04175 2.91978 0.33028
H -2.03249 2.01361 -1.32934
H -4.65221 -0.69037 1.95726
H -5.64020 -1.31685 0.46485
H -3.85925 -1.90215 0.67683
H -3.18547 0.32126 -2.08785
H -3.30917 -1.44364 -1.41233
H -4.86779 -0.53047 -1.95951


30
Properties=species:S:1:pos:R:3 method="wB97M-V/def2-TZVPD" total_charge=+1 homo_lumo_gap_ev="6.74 / 5.51" multiplicity=3 relative_energy_ev=0.436 homo_ev="-9.4 / -12.8"
C 3.65349 0.16064 0.94202
C 3.43828 -0.88022 0.03922
C 2.36139 0.73075 1.09816
C -1.68530 0.80531 1.25325
C -1.52040 -1.47536 0.42565
C -2.01657 -0.59286 1.55296
C -0.33195 0.28778 -0.54591
C -0.73147 1.22140 -2.88469
C 0.30997 0.63848 -1.87113
N 2.10507 -0.82204 -0.29085
N -0.95438 1.21778 0.25385
N 1.44576 0.10009 0.41619
N -0.68205 -1.04826 -0.46581
N -2.06603 1.80677 2.08729
N -1.99200 -2.75469 0.24148
H 4.57551 0.53574 1.37827
H 4.16059 -1.36214 -0.56171
H 2.17889 1.52384 1.88358
H -1.59718 -0.80322 2.47669
H -3.07844 -0.83428 1.78839
H -0.24173 1.33455 -3.88760
H -0.98430 2.25207 -2.63497
H -1.44077 0.34848 -3.07429
H 1.16726 1.27952 -1.81458
H 0.61051 -0.33159 -2.27411
H 1.57128 -1.34265 -0.94993
H -2.77350 1.81698 2.79250
H -1.63877 2.72124 1.78610
H -2.51656 -3.18564 0.95551
H -1.32656 -3.34847 -0.11552


29
Properties=species:S:1:pos:R:3 method="wB97M-V/def2-TZVPD" total_charge=0 smiles="C[C@@H]1C(=O)N2[C@H]1SC(C)(C)[C@H]2C(O)O" homo_lumo_gap_ev=9.03 relative_energy_ev=1.434 homo_ev=-8.5
C 1.76858 -0.67850 -3.37022
C 1.47188 -0.01926 -2.11494
C 1.98851 -0.46343 -0.72701
O 3.09025 -0.62155 -0.23051
N 0.77061 -0.76955 -0.30093
C 0.04594 -0.35337 -1.45914
S -0.89104 1.07445 -0.89794
C -0.41323 1.02785 0.85180
C -1.68684 1.45331 1.57347
C 0.60054 2.08040 1.15694
C 0.09123 -0.41405 0.95827
C -0.97476 -1.41871 1.21146
O -0.29496 -2.63002 1.36347
O -1.81339 -1.46786 0.13276
H 1.89588 -1.79419 -3.28597
H 2.81943 -0.36352 -3.65523
H 1.11117 -0.21562 -4.13145
H 1.54304 1.11151 -2.19543
H -0.67437 -0.96581 -1.84796
H -1.89131 2.46647 1.16777
H -1.45367 1.74876 2.56822
H -2.44705 0.75682 1.52763
H 0.04585 3.00033 1.28779
H 1.39597 2.00548 0.34654
H 1.12921 1.78642 2.06067
H 0.69466 -0.57914 1.83345
H -1.64831 -1.22777 1.98719
H 0.52769 -2.42910 1.85065
H -2.12006 -2.39404 0.01988